# 1
Formula: C4H5O2
Source: OMol25
Level of theory: ωB97M-V/def2-TZVPD

F_max: 2.70 eV/Å
Lowest unoccupied orbital energy: 3.300 eV
Energy above the lowest of the compared OMol25 structures with the same formula, charge and spin: 605.6 kJ/mol
Orbital gap: 4.34 eV

Structure (ORCA input):
```
! wB97M-V def2-TZVPD RIJCOSX def2/J DEFGRID3
* xyz -1 1
H -0.005 -0.110 4.051
O -0.201 -3.505 6.456
C -0.172 -3.267 5.083
C -1.396 -2.670 4.540
C -2.448 -2.242 4.079
C -3.720 -1.728 3.767
O -4.277 -2.375 2.773
H -0.186 -2.598 6.928
H -0.004 -4.220 4.555
H 0.667 -2.606 4.790
H -5.137 -1.985 2.568
*
```

These are the Löwdin partial charges, in e, on atoms 1 to 6:
1 H -0.45
2 O -0.12
3 C -0.39
4 C -0.07
5 C -0.12
6 C -0.17


# 2
Formula: C3H9N2
Source: OMol25
Level of theory: ωB97M-V/def2-TZVPD

F_max: 3.08 eV/Å
Lowest unoccupied orbital energy (spin up / spin down): -3.940 / -3.799 eV
Energy above the lowest of the compared OMol25 structures with the same formula, charge and spin: 548.0 kJ/mol
Orbital gap (spin up / spin down): 8.09 / 8.66 eV

Structure (ORCA input):
```
! wB97M-V def2-TZVPD RIJCOSX def2/J DEFGRID3
* xyz 1 1
C -1.098 0.910 -1.501
C -0.330 0.826 -2.718
C 0.775 -0.382 0.892
N -0.834 0.490 -0.380
N 0.051 -0.649 2.170
H -0.295 -0.363 -2.832
H -0.939 1.348 -3.444
H 0.655 1.192 -2.633
H 0.848 -1.344 0.442
H 1.496 0.402 1.083
H -1.575 0.571 0.286
H 0.268 0.171 2.690
H 0.443 -1.402 2.626
H -0.913 -0.950 1.900
*
```

These are the Löwdin partial charges, in e, on atoms 1 to 6:
1 C -0.12
2 C -0.06
3 C 0.00
4 N 0.07
5 N 0.14
6 H 0.15


# 3
Formula: C2H10N2O
Source: OMol25
Level of theory: ωB97M-V/def2-TZVPD

F_max: 1.29 eV/Å
Lowest unoccupied orbital energy: 0.830 eV
Energy above the lowest of the compared OMol25 structures with the same formula, charge and spin: 66.9 kJ/mol
Orbital gap: 9.14 eV

Structure (ORCA input):
```
! wB97M-V def2-TZVPD RIJCOSX def2/J DEFGRID3
* xyz 0 1
C 0.235 1.774 0.612
N 0.534 0.373 0.686
C 1.784 -0.237 0.268
N 1.915 -0.504 -1.151
H -0.843 1.859 0.717
H 0.723 2.407 1.367
H 0.556 2.224 -0.328
H 0.088 -0.165 1.421
H 1.864 -1.172 0.827
H 2.644 0.396 0.545
H 1.190 -1.135 -1.466
H 1.700 0.373 -1.614
O -3.649 -1.277 -0.314
H -4.429 -1.831 -0.370
H -3.983 -0.516 -0.794
*
```

These are the Löwdin partial charges, in e, on atoms 1 to 6:
1 C -0.15
2 N -0.14
3 C -0.34
4 N 0.00
5 H 0.07
6 H 0.07


# 4
Formula: C60H161F6N14O20S2Ti
Source: OMol25
Level of theory: ωB97M-V/def2-TZVPD

F_max: 4.36 eV/Å
Lowest unoccupied orbital energy (spin up / spin down): -1.395 / -7.188 eV
Orbital gap (spin up / spin down): 4.86 / 3.19 eV

Structure (ORCA input):
```
! wB97M-V def2-TZVPD RIJCOSX def2/J DEFGRID3
* xyz 1 5
Ti 0.999 -12.111 9.503
C 2.632 -9.147 9.621
F 1.456 -8.913 8.986
F 3.267 -8.024 9.966
F 2.412 -9.889 10.681
S 3.768 -10.188 8.504
O 3.312 -9.861 7.155
O 5.198 -9.859 8.788
N 3.200 -11.742 9.026
S 4.530 -12.446 9.403
O 5.416 -12.699 8.249
O 5.168 -11.996 10.621
C 3.901 -14.260 9.794
F 2.723 -14.251 10.397
F 3.807 -14.860 8.653
F 4.724 -14.888 10.625
C 8.126 -13.946 4.450
C 7.113 -13.998 5.537
C 6.726 -15.401 6.106
O 6.201 -16.352 5.220
C 5.934 -17.647 5.770
N 7.710 -13.375 6.697
H 7.775 -14.631 3.679
H 9.079 -14.339 4.805
H 8.238 -12.918 4.107
H 6.216 -13.411 5.336
H 5.913 -15.204 6.805
H 7.551 -15.743 6.730
H 5.275 -18.234 5.130
H 5.319 -17.600 6.669
H 6.827 -18.244 5.954
H 8.103 -12.491 6.406
H 6.913 -13.137 7.270
C -0.774 -13.495 12.421
C -0.968 -12.036 11.994
C -1.573 -11.187 13.179
O -1.431 -9.824 12.706
C -2.006 -8.803 13.533
N 0.391 -11.582 11.713
H -0.107 -14.055 11.766
H -1.693 -14.074 12.517
H -0.239 -13.653 13.357
H -1.594 -11.931 11.109
H -0.987 -11.326 14.087
H -2.616 -11.455 13.350
H -1.560 -8.881 14.524
H -3.094 -8.743 13.506
H -1.682 -7.837 13.144
H 0.944 -11.807 12.529
H 0.212 -10.588 11.722
C 5.403 -18.110 10.528
C 5.393 -19.559 9.957
C 6.750 -20.229 10.340
O 6.727 -21.440 9.608
C 7.895 -22.151 9.745
N 4.242 -20.268 10.535
H 4.458 -17.614 10.308
H 6.213 -17.545 10.066
H 5.524 -18.111 11.611
H 5.286 -19.445 8.879
H 6.897 -20.437 11.400
H 7.532 -19.605 9.906
H 7.809 -22.614 10.729
H 8.825 -21.589 9.657
H 7.937 -22.919 8.973
H 4.509 -20.399 11.500
H 4.299 -21.196 10.139
C -1.638 -9.831 8.521
C -1.198 -11.028 7.685
C -1.888 -11.237 6.325
O -3.321 -11.246 6.489
C -3.900 -11.684 5.215
N 0.222 -10.842 7.515
H -2.725 -9.883 8.578
H -1.355 -8.851 8.136
H -1.189 -9.887 9.513
H -1.388 -11.907 8.301
H -1.451 -12.129 5.875
H -1.624 -10.387 5.695
H -4.990 -11.718 5.224
H -3.531 -12.692 5.027
H -3.688 -11.025 4.373
H 0.587 -11.546 6.890
H 0.398 -10.025 6.948
C 11.305 -11.891 5.297
C 11.094 -11.284 6.687
C 9.999 -10.155 6.720
O 8.722 -10.628 6.229
C 7.559 -9.994 6.678
N 10.778 -12.289 7.681
H 10.390 -12.366 4.943
H 12.095 -12.637 5.385
H 11.592 -11.108 4.596
H 12.002 -10.786 7.028
H 10.250 -9.262 6.148
H 9.918 -9.774 7.738
H 6.677 -10.534 6.336
H 7.526 -9.006 6.218
H 7.559 -9.863 7.760
H 9.847 -12.654 7.547
H 10.740 -11.922 8.622
C 3.418 -12.375 13.297
C 2.528 -12.635 14.505
C 3.383 -12.554 15.770
O 2.468 -12.602 16.842
C 3.032 -12.399 18.107
N 1.486 -11.688 14.552
H 2.790 -12.385 12.407
H 4.132 -13.189 13.178
H 4.080 -11.514 13.388
H 2.150 -13.658 14.517
H 3.974 -11.641 15.840
H 4.122 -13.354 15.806
H 2.327 -12.349 18.936
H 3.685 -11.544 18.284
H 3.631 -13.292 18.288
H 1.980 -10.817 14.679
H 0.896 -11.794 15.365
C 1.604 -8.401 3.586
C 0.991 -7.611 4.783
C -0.507 -7.125 4.610
O -0.529 -6.170 3.570
C -0.153 -4.847 3.929
N 1.160 -8.354 6.029
H 1.665 -7.683 2.769
H 0.997 -9.234 3.233
H 2.600 -8.737 3.875
H 1.623 -6.735 4.929
H -0.938 -6.742 5.535
H -1.181 -7.934 4.329
H -0.904 -4.376 4.564
H -0.077 -4.106 3.133
H 0.811 -4.758 4.430
H 2.035 -8.847 6.137
H 1.018 -7.756 6.831
C 7.086 -11.920 15.218
C 7.808 -13.267 15.320
C 7.215 -14.439 14.446
O 5.925 -14.776 14.921
C 5.263 -15.770 14.183
N 9.228 -13.117 15.179
H 6.873 -11.769 14.160
H 7.738 -11.155 15.641
H 6.161 -11.950 15.794
H 7.783 -13.552 16.372
H 7.868 -15.312 14.461
H 7.104 -14.225 13.383
H 5.827 -16.676 13.959
H 5.043 -15.308 13.220
H 4.363 -16.140 14.674
H 9.430 -12.523 14.387
H 9.565 -13.970 14.757
C 2.656 -14.914 4.999
C 2.701 -13.442 5.444
C 2.532 -12.478 4.211
O 3.793 -12.345 3.500
C 4.548 -11.353 4.081
N 1.857 -13.148 6.537
H 3.193 -15.102 4.069
H 1.611 -15.203 4.880
H 3.081 -15.526 5.794
H 3.714 -13.339 5.833
H 2.137 -11.539 4.598
H 1.794 -12.740 3.453
H 4.204 -10.358 3.798
H 5.584 -11.344 3.741
H 4.663 -11.440 5.162
H 1.461 -13.988 6.935
H 2.426 -12.736 7.262
C 2.413 -17.060 12.073
C 1.451 -18.140 11.861
C -0.021 -17.704 11.981
O -0.183 -17.348 13.336
C -1.529 -17.053 13.558
N 1.680 -18.897 10.639
H 3.378 -17.545 12.216
H 2.210 -16.686 13.077
H 2.458 -16.225 11.374
H 1.554 -18.793 12.727
H -0.698 -18.517 11.717
H -0.330 -16.871 11.349
H -1.832 -16.147 13.033
H -1.663 -16.749 14.596
H -2.225 -17.860 13.330
H 1.092 -19.718 10.649
H 2.592 -19.322 10.724
C 6.204 -6.657 8.391
C 6.931 -5.580 9.198
C 8.396 -5.316 8.685
O 9.187 -6.435 9.096
C 10.430 -6.564 8.442
N 6.134 -4.373 8.944
H 6.193 -6.460 7.319
H 5.141 -6.708 8.630
H 6.662 -7.636 8.532
H 6.997 -5.876 10.245
H 8.798 -4.418 9.155
H 8.348 -5.308 7.596
H 11.159 -5.755 8.497
H 10.288 -6.621 7.362
H 10.905 -7.404 8.948
H 5.197 -4.716 8.785
H 6.497 -4.172 8.023
C 8.024 -14.643 10.394
C 9.070 -13.556 10.733
C 8.561 -12.059 10.662
O 9.711 -11.282 10.888
C 9.497 -9.896 10.854
N 9.611 -13.791 12.056
H 8.490 -15.598 10.150
H 7.511 -14.321 9.487
H 7.248 -14.767 11.150
H 9.852 -13.484 9.977
H 7.766 -11.830 11.372
H 8.240 -11.916 9.631
H 9.300 -9.740 9.793
H 10.298 -9.205 11.115
H 8.599 -9.670 11.429
H 10.155 -14.625 11.885
H 10.337 -13.090 12.084
C 1.245 -8.016 15.187
C 2.783 -8.134 15.294
C 3.218 -8.682 16.660
O 3.101 -7.597 17.615
C 3.485 -7.986 18.930
N 3.110 -9.139 14.311
H 0.739 -8.950 15.432
H 0.944 -7.615 14.219
H 0.902 -7.229 15.860
H 3.278 -7.181 15.109
H 4.242 -9.036 16.538
H 2.646 -9.541 17.010
H 3.949 -7.196 19.520
H 4.230 -8.781 18.922
H 2.686 -8.418 19.533
H 4.110 -9.038 14.213
H 2.751 -8.901 13.398
C 5.881 -8.813 11.890
C 6.720 -8.434 13.093
O 5.957 -8.490 14.291
H 5.066 -8.102 11.749
H 5.531 -9.843 11.827
H 6.541 -8.766 11.024
H 7.136 -7.432 12.997
H 7.583 -9.097 13.146
H 6.630 -8.337 14.958
C 2.567 -17.818 7.347
C 1.184 -17.150 7.455
O 1.120 -16.759 8.780
H 2.737 -17.938 6.277
H 2.707 -18.811 7.775
H 3.318 -17.149 7.767
H 0.394 -17.874 7.253
H 1.045 -16.306 6.779
H 1.348 -17.389 9.467
C -2.259 -14.703 9.524
C -1.355 -14.611 8.355
O -0.033 -14.264 8.735
H -1.913 -15.506 10.175
H -3.283 -14.923 9.221
H -2.365 -13.778 10.090
H -1.846 -13.932 7.658
H -1.236 -15.556 7.825
H 0.314 -15.132 8.954
*
```

These are the Löwdin partial charges, in e, on atoms 1 to 6:
1 Ti 0.63
2 C -0.63
3 F 0.11
4 F 0.15
5 F 0.11
6 S 0.74